(1)
ORCA calculation (ωB97M-V/def2-TZVPD) on an isolated ion of composition C5H2Br2N and charge +1.

ORCA input file:
```
! wB97M-V def2-TZVPD RIJCOSX def2/J DEFGRID3
* xyz 1 1
C 0.527 0.159 -1.511
C 1.604 1.359 0.230
N 1.224 0.773 -0.741
C -0.877 -0.734 0.224
Br -2.171 -2.255 0.358
C -0.455 -0.282 1.328
H -1.278 -0.886 -1.924
H -0.609 -0.308 2.403
C -0.507 -0.565 -1.261
Br 2.543 2.740 0.892
*
```

Calculated values
E = -146777.069 eV
HOMO-LUMO gap (spin up / spin down) = 7.9 / 6.3 eV
HOMO (spin up / spin down) = -14.12 / -13.72 eV
lowest unoccupied orbital energy (spin up / spin down) = -6.1755 / -7.3946 eV


(2)
ORCA calculation (ωB97M-V/def2-TZVPD) on C5H2ClNOS in the gas phase.

ORCA input file:
```
! wB97M-V def2-TZVPD RIJCOSX def2/J DEFGRID3
* xyz 0 1
S 0.089 1.540 0.866
C -1.416 -0.143 -0.610
C -1.424 0.907 0.266
C -0.047 -0.660 -0.777
C 0.945 0.241 0.011
H -2.164 -0.608 -1.179
Cl 2.310 0.871 -1.000
N 2.095 -1.357 2.028
H -2.332 1.545 0.609
O 0.369 -1.572 -1.419
C 1.576 -0.764 1.204
*
```

Calculated values
E = -32110.478 eV
HOMO-LUMO gap = 9.0 eV
HOMO = -9.84 eV
lowest unoccupied orbital energy = -0.8281 eV
structure (SMILES) = N#C[C@]1(Cl)SC=CC1=O


(3)
ORCA calculation (ωB97M-V/def2-TZVPD) on C5H2EuO6 as an isolated structure.

ORCA input file:
```
! wB97M-V def2-TZVPD RIJCOSX def2/J DEFGRID3
* xyz 3 7
C -0.074 2.840 -0.380
O -0.056 -3.870 -0.551
O 0.365 -0.001 2.652
H 0.454 -0.737 3.288
C -0.091 -2.742 -0.350
H 0.377 0.817 3.184
Eu -0.175 -0.292 0.307
C 2.392 -0.034 -0.360
C -0.086 -0.025 -2.361
O -0.042 3.975 -0.510
O 3.515 0.032 -0.591
C -2.711 -0.033 -0.323
O -0.026 0.034 -3.499
O -3.842 0.037 -0.507
*
```

Calculated values
E = -36796.569 eV
HOMO-LUMO gap (spin up / spin down) = 8.1 / 11.1 eV
HOMO (spin up / spin down) = -25.59 / -25.60 eV
lowest unoccupied orbital energy (spin up / spin down) = -17.5232 / -14.4980 eV


(4)
ORCA calculation (ωB97M-V/def2-TZVPD) on a 2-piece molecular cluster, C5H2F3N2O4 overall.

ORCA input file:
```
! wB97M-V def2-TZVPD RIJCOSX def2/J DEFGRID3
* xyz -1 1
C 0.061 1.829 0.429
C 0.989 -0.512 -0.061
O 0.436 -2.652 -2.317
C -0.974 -0.114 1.500
F -1.218 -0.434 -0.805
F -0.703 -2.169 0.236
C -0.387 -0.809 0.244
N -0.733 1.251 1.364
O -1.528 -0.571 2.515
O 0.322 -0.533 -3.170
O 0.044 3.068 0.101
H 1.726 1.436 -0.573
C 0.301 -1.578 -2.703
H -1.090 1.859 2.144
N 1.027 0.941 0.012
F 1.729 -1.011 1.085
*
```

Calculated values
E = -24541.748 eV
HOMO-LUMO gap = 7.3 eV
HOMO = -3.81 eV
lowest unoccupied orbital energy = 3.5247 eV


(5)
ORCA calculation (ωB97M-V/def2-TZVPD) on a 2-piece molecular cluster, C5H2N2S2 overall.

ORCA input file:
```
! wB97M-V def2-TZVPD RIJCOSX def2/J DEFGRID3
* xyz 0 1
N -0.344 -2.106 3.072
C 1.415 -1.562 1.317
H -0.832 1.116 1.119
C 1.432 -2.272 0.117
S 3.832 -0.113 0.298
C -0.038 0.115 -0.726
H 0.313 -0.332 -1.612
S 2.572 -0.375 1.718
C -0.458 0.668 0.246
N 1.491 -2.852 -0.873
C 0.448 -1.863 2.276
*
```

Calculated values
E = -29863.482 eV
HOMO-LUMO gap (spin up / spin down) = 6.7 / 6.7 eV
HOMO (spin up / spin down) = -9.65 / -9.65 eV
lowest unoccupied orbital energy (spin up / spin down) = -2.9441 / -2.9434 eV


(6)
ORCA calculation (ωB97M-V/def2-TZVPD) on C5H2O in the gas phase.

ORCA input file:
```
! wB97M-V def2-TZVPD RIJCOSX def2/J DEFGRID3
* xyz 0 1
C -0.340 -0.642 1.054
H 0.085 2.090 -2.864
C 0.223 0.418 -1.189
H -1.518 -0.824 2.998
O 1.706 -0.964 0.048
C 0.598 -0.450 -0.024
C 0.159 1.225 -2.133
C -0.913 -0.854 2.110
*
```

Calculated values
E = -7259.898 eV
HOMO-LUMO gap = 9.8 eV
HOMO = -10.53 eV
lowest unoccupied orbital energy = -0.7094 eV
structure (SMILES) = C#CC(=O)C#C


(7)
ORCA calculation (ωB97M-V/def2-TZVPD) on C5H2O in the gas phase.

ORCA input file:
```
! wB97M-V def2-TZVPD RIJCOSX def2/J DEFGRID3
* xyz 0 1
C 1.278 -0.142 0.271
C 2.439 -0.325 0.535
H 3.457 -0.497 0.796
C -2.193 0.352 -0.244
C -0.958 0.381 -0.756
C -0.135 -0.016 0.250
O -3.274 0.351 0.165
H -0.552 -0.291 1.225
*
```

Calculated values
E = -7260.104 eV
HOMO-LUMO gap = 8.7 eV
HOMO = -9.66 eV
lowest unoccupied orbital energy = -0.9526 eV
structure (SMILES) = C#CC=C=C=O


(8)
ORCA calculation (ωB97M-V/def2-TZVPD) on an isolated ion of composition C5H2O4P2S and charge -2.

ORCA input file:
```
! wB97M-V def2-TZVPD RIJCOSX def2/J DEFGRID3
* xyz -2 1
C 0.231 1.829 0.463
O 2.706 0.658 -1.791
C 0.443 -0.513 -0.038
H -2.571 0.929 0.353
P 0.813 -1.956 1.077
H -2.943 -1.441 -0.571
O 2.137 -2.505 0.644
C -1.764 0.250 0.106
O -0.206 2.926 0.828
P -0.492 -1.922 -0.804
C -0.400 0.612 0.251
C -1.969 -1.015 -0.355
O 1.646 1.763 0.217
S 2.370 0.388 -0.379
*
```

Calculated values
E = -42818.504 eV
HOMO-LUMO gap = 4.8 eV
HOMO = 1.27 eV
lowest unoccupied orbital energy = 6.0546 eV


Number 2 is which compound? C5H2ClNOS